1.
Formula: C3H5N3
Source: the OMol25 dataset
Level of theory: the ωB97M-V functional and the def2-TZVPD basis

Results
* molar mass: 83.094 g/mol
* energy above the lowest of the compared OMol25 structures with the same formula, charge and spin: 444.48 kJ/mol
* F_max: 0.7 eV/A
* frontier orbital gap (alpha / beta): 7.26 / 7.26 eV
* LUMO (alpha / beta): 0.375 / 0.376 eV
* E_HOMO (alpha / beta): -0.253 / -0.253 Eh

```
! wB97M-V def2-TZVPD RIJCOSX def2/J DEFGRID3
* xyz 0 1
N -1.38 1.78 0.77
C -0.30 1.35 0.41
C -0.64 -1.67 -0.26
N 0.60 -1.51 -0.51
C 1.42 -0.49 -0.52
N 0.85 0.92 0.20
H -2.09 1.98 0.08
H -1.26 -0.90 0.22
H -1.12 -2.61 -0.50
H 2.37 -0.60 0.00
H 1.57 1.63 0.11
*
```

Here are the Mulliken charges for atoms 1 to 6, given in e: -0.4800 0.5373 -0.3486 -0.2918 -0.2949 -0.2465

=====

2.
Formula: C10H18Si
Source: the OMol25 dataset
Level of theory: the ωB97M-V functional and the def2-TZVPD basis

Results
* molar mass: 166.340 g/mol
* energy above the lowest of the compared OMol25 structures with the same formula, charge and spin: 236.92 kJ/mol
* SMILES string: CC1=C[C@@H]([SiH2]C(C)(C)C)C=C1
* F_max: 4.1 eV/A
* frontier orbital gap: 8.91 eV
* LUMO: 0.820 eV
* E_HOMO: -0.297 Eh

```
! wB97M-V def2-TZVPD RIJCOSX def2/J DEFGRID3
* xyz 0 1
C -4.62 -0.44 1.04
C -3.30 -0.28 0.31
C -2.28 0.62 0.55
C -1.19 0.41 -0.42
Si 0.23 -0.16 0.83
C 2.00 -0.37 0.00
C 2.91 -1.24 0.77
C 1.70 -1.14 -1.32
C 2.65 1.06 -0.27
C -1.82 -0.61 -1.34
C -3.03 -1.01 -0.89
H -4.87 -1.52 0.93
H -5.30 0.31 0.55
H -4.50 -0.10 2.03
H -2.46 1.40 1.28
H -0.81 1.40 -0.82
H -0.45 -1.50 1.28
H 0.33 0.54 2.17
H 3.79 -1.42 0.19
H 3.08 -0.80 1.77
H 2.40 -2.20 0.92
H 1.26 -0.49 -2.11
H 1.02 -1.81 -0.94
H 2.57 -1.82 -1.71
H 2.03 1.77 -0.67
H 3.23 1.43 0.54
H 3.46 0.88 -1.00
H -1.35 -1.13 -2.13
H -3.68 -1.61 -1.45
*
```

Here are the Mulliken charges for atoms 1 to 6, given in e: -1.2653 0.6445 -1.3980 0.8317 0.4244 1.4549